Record 1
The following is a quantum chemistry calculation of an isolated molecule of C4H8FN in a non-equilibrium geometry, from the OMol25 dataset.

Properties
- relative energy (zero: lowest compared OMol25 entry of this formula, charge and spin) (kJ/mol) = 100.3
- structure (SMILES) = C/C(F)=C\CN
- LUMO (eV) = 0.932

```
14
C4H8FN, DFT ωB97M-V with the def2-TZVPD basis set
C 1.79845 -0.94494 -0.19985
C 1.08453 0.19588 -0.78380
F 1.88696 1.01655 -1.53617
C -0.18396 0.58560 -0.62468
C -1.02197 0.01906 0.45010
N -2.12693 0.95939 0.71357
H 2.17656 -1.59989 -1.06474
H 2.73874 -0.77711 0.31056
H 1.06077 -1.50846 0.46272
H -0.43874 1.40513 -1.18696
H -0.34232 -0.04969 1.30824
H -1.27642 -0.99366 0.14148
H -3.07497 0.76395 0.30712
H -2.28071 0.92817 1.70239
```

Record 2
The following is a quantum chemistry calculation of a 2-piece molecular cluster, C3H5NO2S overall in a non-equilibrium geometry, from the OMol25 dataset.

Properties
- relative energy (zero: lowest compared OMol25 entry of this formula, charge and spin) (kJ/mol) = 433.1
- LUMO (eV) = -0.228

```
12
C3H5NO2S, DFT ωB97M-V with the def2-TZVPD basis set
C -0.12367 1.10548 0.81350
C -0.48154 -0.03384 -0.09322
C -0.24796 -1.39633 0.43143
N 0.83874 1.77906 0.31001
O 2.04893 -0.18090 -0.99093
O 0.62715 1.31383 -2.35083
S 0.93882 0.72125 -1.09653
H -0.81352 1.68240 1.42748
H -1.96746 0.38369 -0.39425
H 0.75106 -1.70772 0.87061
H -0.62567 -2.11198 -0.21427
H -0.94486 -1.55493 1.28701
```

Record 3
The following is a quantum chemistry calculation of an isolated molecule of C4H6O, from the OMol25 dataset.

Properties
- relative energy (zero: lowest compared OMol25 entry of this formula, charge and spin) (kJ/mol) = 185.8
- structure (SMILES) = C#CCOC
- LUMO (eV) = 1.044

```
11
C4H6O, DFT ωB97M-V with the def2-TZVPD basis set
C 2.39780 0.66424 -0.90496
C 1.48802 0.09783 -0.35548
C 0.44896 -0.62149 0.40394
O -0.56523 0.20536 0.91889
C -1.72762 0.21655 0.12760
H 3.22711 1.16206 -1.35903
H 0.93277 -1.09708 1.25917
H 0.01506 -1.42973 -0.20087
H -1.51995 0.54570 -0.89942
H -2.42882 0.91503 0.58846
H -2.19250 -0.78212 0.10045
```

Record 4
The following is a quantum chemistry calculation of C3HCl2FO as an isolated structure in a non-equilibrium geometry, from the OMol25 dataset.

Properties
- relative energy (zero: lowest compared OMol25 entry of this formula, charge and spin) (kJ/mol) = 371.3
- LUMO (eV) = -1.303

```
8
C3HCl2FO, DFT ωB97M-V with the def2-TZVPD basis set
C -1.18309 -1.00375 1.00385
C -0.87927 -0.79939 -0.24030
C 2.26190 0.71670 -0.85464
O -1.44677 -1.45395 2.04708
F -1.68047 -0.48689 -1.26493
Cl 3.62524 1.08220 -1.65558
Cl 2.46990 1.11400 0.81899
H 0.17191 -0.72993 -0.61099
```

Record 5
The following is a quantum chemistry calculation of an isolated molecule of C4H11NS in a non-equilibrium geometry, from the OMol25 dataset.

Properties
- relative energy (zero: lowest compared OMol25 entry of this formula, charge and spin) (kJ/mol) = 107.0
- structure (SMILES) = CCSCNC
- LUMO (eV) = 1.010

```
17
C4H11NS, DFT ωB97M-V with the def2-TZVPD basis set
C 1.34118 -1.19265 1.34576
C 1.01422 -1.82886 0.00843
S -0.62034 -1.36096 -0.67234
C -0.17430 0.38802 -1.31169
N -1.27694 1.21829 -1.03402
C -1.55675 1.87502 0.19757
H 0.55608 -0.94875 2.06243
H 2.00552 -0.33590 1.39895
H 1.92216 -1.94668 1.88978
H 1.07516 -2.90473 0.05121
H 1.75492 -1.51758 -0.72742
H 0.13874 0.14243 -2.31813
H 0.71075 0.67345 -0.73692
H -1.84902 1.46069 -1.82170
H -2.10556 2.80094 0.02148
H -0.70369 2.16835 0.79841
H -2.23212 1.30892 0.84820
```

Record 6
The following is a quantum chemistry calculation of C14H11ClN5O6PdS as an isolated structure, from the OMol25 dataset.

Properties
- net charge = +1
- multiplicity = 5
- LUMO (alpha / beta) (eV) = -3.123 / -7.445

```
39
C14H11ClN5O6PdS, DFT ωB97M-V with the def2-TZVPD basis set
Pd 0.04467 1.34493 2.21077
C -2.69329 -2.96168 -4.75727
C -2.06219 -2.51758 -3.47301
C -1.20335 -3.35945 -2.76645
C -0.63681 -2.95949 -1.57052
C -0.94053 -1.69329 -1.08406
C -1.79759 -0.82897 -1.76415
C -2.34767 -1.24896 -2.95521
S -0.22251 -1.18026 0.40189
O -1.16450 -0.39889 1.21765
O 0.51969 -2.22585 1.02199
N 0.72668 0.10869 -0.08905
C 2.00662 0.18805 0.48305
C 3.11658 -0.54836 0.11706
C 4.30526 -0.25939 0.77248
C 4.33809 0.69729 1.77630
C 3.16662 1.34851 2.12058
N 2.03805 1.10834 1.45544
H -2.24225 -3.87860 -5.12989
H -2.60347 -2.19105 -5.52274
H -3.75853 -3.14583 -4.60468
H -0.98005 -4.34330 -3.15730
H 0.02071 -3.61330 -1.01434
H -2.02529 0.14694 -1.35748
H -3.01466 -0.59128 -3.49753
H 3.04894 -1.30508 -0.65036
H 5.20565 -0.79798 0.50978
H 5.25318 0.92393 2.30283
H 3.10522 2.06370 2.92956
N -0.84812 3.06667 1.13135
C -1.69908 3.84073 1.03036
N -2.66433 4.73374 0.94562
C -2.44543 5.72643 0.13987
N -2.32962 6.61989 -0.61051
O 0.72494 0.36373 4.28520
Cl 0.14393 1.62519 4.75848
O 0.36282 1.85410 6.11827
O -1.24660 1.63095 4.37003
O 0.79826 2.65678 3.90603
```

Record 7
The following is a quantum chemistry calculation of C20H28NO3Pb as an isolated structure in a non-equilibrium geometry, from the OMol25 dataset.

Properties
- relative energy (zero: lowest compared OMol25 entry of this formula, charge and spin) (kJ/mol) = 304.8
- net charge = -1
- LUMO (alpha / beta) (eV) = 2.272 / 2.297

```
53
C20H28NO3Pb, DFT ωB97M-V with the def2-TZVPD basis set
O -0.90796 1.66866 -0.29838
C 0.02868 1.68052 -1.41510
C -0.60276 2.90623 -2.05702
H -0.11722 0.73647 -1.97542
H 1.07623 1.85038 -1.15355
C -1.74662 2.59517 -1.03767
H -0.88122 2.83071 -3.11864
H -0.05610 3.83037 -1.82444
C -2.91008 1.91686 -1.76023
H -2.55263 1.05137 -2.33421
H -3.36990 2.64745 -2.44765
H -3.66059 1.50478 -1.07221
C -2.06913 3.74965 -0.15184
H -1.10211 4.21218 0.11678
H -2.49393 3.40724 0.79955
H -2.75772 4.44763 -0.65651
Pb 1.34845 -2.32929 0.45423
C 1.35959 1.19168 3.25341
C 2.33093 0.16430 3.22523
C 2.56983 -0.15993 1.86085
H 2.93325 -0.25199 4.03199
C 1.93264 0.81619 1.05490
C 1.14522 1.62932 1.91597
H 0.53980 2.47481 1.61427
H 0.88311 1.61228 4.12998
H 3.22219 -0.96056 1.50025
H 2.16562 0.97422 -0.00017
C -0.95502 -1.94409 3.29331
C -1.50534 -0.56807 3.44051
C -1.71315 -0.00167 2.20584
H -1.67931 -0.12597 4.42040
C -1.26174 -0.90221 1.18233
C -0.77524 -2.05378 1.79186
H -0.76006 -3.04808 1.35259
H -1.59520 -2.75315 3.66161
H -2.12735 0.99095 2.00309
H -1.30799 -0.69660 0.10574
O 0.80369 -1.81697 -1.71802
C 0.31833 -1.28449 -3.01142
C 0.86675 -2.10353 -4.18360
H 0.66749 -0.27066 -3.19035
H -0.77182 -1.27711 -3.00951
C 1.76376 -3.17250 -3.55742
H 1.47446 -1.46266 -4.83459
H 0.05610 -2.51885 -4.80294
C 1.68787 -2.96551 -2.03529
H 2.81613 -3.06891 -3.84184
H 1.44421 -4.20118 -3.75849
H 2.69256 -2.72006 -1.66851
H 1.26147 -3.88402 -1.60919
O 1.19886 -0.80883 5.94857
C 0.74259 -1.42180 5.04027
N 0.35040 -2.11695 4.12064
```

Record 8
The following is a quantum chemistry calculation of a 5-piece molecular cluster, C5H15N5O10 overall in a non-equilibrium geometry, from the OMol25 dataset.

Properties
- relative energy (zero: lowest compared OMol25 entry of this formula, charge and spin) (kJ/mol) = 78.3
- net charge = -1
- multiplicity = 2
- LUMO (alpha / beta) (eV) = 1.756 / 1.761

```
35
C5H15N5O10, DFT ωB97M-V with the def2-TZVPD basis set
C -1.57632 1.71785 -3.94841
N -2.02023 0.41913 -4.39881
O -2.13607 -0.45729 -3.58996
O -1.96498 0.24400 -5.55307
H -2.26801 2.10689 -3.20121
H -1.59724 2.41420 -4.78673
H -0.58436 1.64637 -3.50231
C 4.51711 0.23944 1.01809
N 5.66421 0.43727 0.07710
O 6.73667 -0.13918 0.33192
O 5.38075 0.98150 -0.98514
H 4.41835 -0.84509 1.06419
H 3.58121 0.58552 0.57942
H 4.86162 0.73039 1.92824
C -0.49246 0.00364 -0.40104
N 0.97286 -0.25276 -0.52847
O 1.42304 -1.28169 -0.08836
O 1.68089 0.51579 -1.20964
H -0.83339 -0.87397 0.14821
H -0.95433 -0.10971 -1.38182
H -0.81807 0.90718 0.11443
C 1.73621 -1.83032 3.30009
N 1.30851 -3.16299 3.86899
O 1.81036 -4.27052 3.61509
O 0.29180 -3.06696 4.61440
H 0.96917 -1.13451 2.96011
H 2.37220 -2.02704 2.43700
H 2.20937 -1.41215 4.18854
C -5.57275 1.21343 0.70378
N -4.13865 1.04821 0.21340
O -3.61919 -0.04452 0.19885
O -3.66202 2.13921 -0.12796
H -5.79399 2.16598 1.18526
H -5.69862 0.32891 1.32819
H -6.20368 1.06377 -0.17236
```

Record 9
The following is a quantum chemistry calculation of C5H9NOS as an isolated structure in a non-equilibrium geometry, from the OMol25 dataset.

Properties
- relative energy (zero: lowest compared OMol25 entry of this formula, charge and spin) (kJ/mol) = 410.7
- LUMO (eV) = 0.434

```
17
C5H9NOS, DFT ωB97M-V with the def2-TZVPD basis set
C 2.33616 0.77053 -0.72876
C 1.17717 -0.30413 -0.47920
C 0.13266 0.35436 0.37784
C -0.91900 -0.64143 1.13292
C -2.36741 0.14343 -0.56720
H 2.63034 1.20537 0.25200
H 1.71501 1.74050 -1.07835
H 3.16973 0.44138 -1.36034
H 0.71558 -0.70192 -1.31339
H 1.54825 -1.27552 0.02418
H 0.72083 0.77064 1.07987
H -1.62973 -0.00921 1.81744
H -0.46470 -1.63309 1.73274
H -2.65286 -1.46666 0.73021
N -1.70309 -1.18992 -0.16786
O -3.35279 0.46701 -1.12898
S -1.05615 1.32866 -0.32311
```

Record 10
The following is a quantum chemistry calculation of a 15-piece molecular cluster, C6H39NO14 overall in a non-equilibrium geometry, from the OMol25 dataset.

Properties
- relative energy (zero: lowest compared OMol25 entry of this formula, charge and spin) (kJ/mol) = 958.7
- LUMO (eV) = -0.048

```
60
C6H39NO14, DFT ωB97M-V with the def2-TZVPD basis set
C -3.24881 -1.17483 1.13616
C -1.84624 -1.38663 1.73256
N 0.90698 -2.76559 1.80638
C 0.52278 -1.78268 0.77862
C -0.72737 -1.23713 0.88986
C 1.66622 -1.23806 -1.36465
C 1.71822 -1.56879 -0.07318
H -3.21875 -0.70047 0.23126
H -3.84877 -1.95254 1.13755
H -3.72084 -0.32088 1.81856
H -1.91523 -2.38072 2.26855
H -1.78396 -0.69145 2.58430
H 0.15677 -3.23513 2.21278
H 1.75497 -3.23214 1.66450
H -0.88357 -0.18082 0.20795
H 2.44757 -0.87477 -2.02708
H 0.62905 -1.03622 -1.86003
H 2.62661 -1.67338 0.51993
H -2.59197 -3.09504 -1.02250
H -2.96273 -2.14279 -2.32492
O -2.26939 -2.73169 -1.81461
H 1.47653 1.43534 -3.84765
H 2.29548 2.20450 -2.86168
O 1.71834 2.28492 -3.61667
H -0.11981 -4.61585 -1.60777
H -0.51606 -2.98102 -1.39711
O -0.18729 -4.02716 -0.93613
H 2.05266 3.69543 2.08735
H 2.52327 2.19963 1.74600
O 1.77233 2.80736 1.76348
H 2.16926 2.71114 0.11769
H 3.59989 2.78859 -0.13136
O 2.73948 2.98135 -0.60422
H -3.65962 0.45216 -1.99860
H -2.25467 0.20285 -2.16886
O -3.06796 -0.12444 -2.44169
H 2.86758 -3.77136 -0.49410
H 1.42440 -4.12215 -0.09387
O 2.32947 -4.06495 0.13164
H -1.41706 1.94020 -2.03728
H -1.33912 3.49016 -1.80047
O -1.89286 2.62198 -1.71538
H 0.98271 4.30780 -1.45232
H 0.63825 3.64803 -2.87746
O 0.39040 4.23218 -2.17485
H 3.51379 0.22241 2.53755
H 3.15439 1.02004 3.73807
O 3.74926 0.86346 2.92733
H 0.25875 -0.78548 -3.58183
H -0.01441 -0.61557 -4.88095
O 0.27927 -0.02808 -4.20582
H -1.03030 2.37862 3.22459
H -0.66374 3.40645 2.42741
O -1.18008 3.28840 3.29183
H -2.39534 1.94668 0.78026
H -2.43365 2.69246 2.22919
O -2.84306 2.05611 1.58811
H -0.18948 -0.39155 3.49192
H 1.16407 -0.89573 2.98890
O 0.69338 -0.05317 3.35274
```